Record 1
{"formula": "C25H19BrF2N2ORuTe", "method": "wB97M-V/def2-TZVPD", "elements": ["C", "C", "C", "H", "C", "H", "C", "H", "C", "C", "C", "C", "C", "H", "H", "C", "C", "C", "Ru", "H", "F", "H", "H", "C", "C", "H", "O", "C", "C", "N", "F", "H", "C", "H", "H", "N", "H", "C", "H", "Br", "H", "C", "C", "C", "C", "H", "H", "C", "H", "Te", "H", "C"], "xyz": [[4.11, 0.87, 1.85], [3.50, 1.00, 4.17], [4.46, 0.89, 3.21], [4.78, 1.27, -2.92], [3.45, 1.27, -4.61], [4.19, 1.34, -0.73], [3.74, 1.25, -3.24], [1.92, 1.31, -6.13], [-3.97, -4.31, 0.05], [-3.22, -3.16, -0.16], [1.78, 1.07, 2.44], [-1.05, 2.64, -0.17], [-5.90, -3.23, -0.88], [3.76, 1.01, 5.22], [-3.51, -5.18, 0.50], [-0.21, 1.26, 4.34], [2.74, 1.18, -2.29], [2.13, 1.08, 3.81], [0.24, 1.04, 0.02], [0.07, 1.19, -4.48], [-1.98, 2.30, -1.10], [5.50, 0.81, 3.48], [-1.67, -2.87, 1.32], [1.10, 1.19, -4.17], [-3.82, -2.04, -0.75], [-1.50, 1.34, 2.61], [0.37, 1.04, -1.98], [-5.31, -4.34, -0.31], [2.80, 0.97, 1.45], [2.35, 0.97, 0.10], [-0.16, 3.53, -0.74], [-1.56, 3.15, 0.65], [3.13, 1.16, -0.90], [-5.88, -5.24, -0.15], [-1.02, 1.33, 5.04], [0.47, 1.16, 2.04], [4.90, 0.75, 1.12], [-0.48, 1.26, 2.97], [1.35, 1.17, 5.81], [4.85, 1.32, -5.84], [-6.95, -3.27, -1.17], [2.12, 1.26, -5.07], [-5.16, -2.08, -1.10], [-1.78, -3.08, 0.26], [-3.00, -0.80, -0.98], [-3.19, -0.35, -1.95], [-1.23, -3.99, 0.03], [1.36, 1.14, -2.76], [-5.63, -1.21, -1.55], [-0.94, -1.45, -0.90], [-3.16, -0.05, -0.21], [1.09, 1.17, 4.76]], "nbo_charge": [-0.15, -0.13, -0.18, 0.25, -0.02, 0.21, -0.13, 0.27, -0.18, -0.11, 0.23, 0.39, -0.18, 0.25, 0.22, -0.26, -0.19, -0.11, 1.00, 0.26, -0.33, 0.25, 0.24, -0.20, 0.01, 0.23, -0.61, -0.18, 0.06, -0.49, -0.35, 0.15, 0.21, 0.24, 0.26, -0.50, 0.23, 0.12, 0.25, 0.29, 0.24, -0.19, -0.22, -0.59, -0.61, 0.25, 0.25, 0.54, 0.22, 0.59, 0.23, -0.04], "spin_multiplicity": 5, "orbital_gap_ev": [6.53, 4.35], "total_energy_ha": -4284.8556, "total_charge": 2, "homo_energy_ev": [-13.56, -13.56], "largest_force_ev_per_a": 1.05}



Record 2
{"formula": "C23H36ClN4O3PS5TeTl", "method": "wB97M-V/def2-TZVPD", "elements": ["N", "O", "C", "H", "C", "C", "H", "C", "H", "H", "C", "O", "H", "H", "S", "C", "H", "H", "H", "H", "H", "H", "H", "Cl", "H", "C", "H", "C", "H", "S", "P", "H", "C", "H", "H", "Tl", "H", "H", "H", "H", "C", "H", "C", "H", "S", "H", "C", "Te", "C", "H", "C", "C", "H", "H", "H", "C", "C", "N", "H", "C", "H", "H", "H", "O", "C", "S", "H", "H", "C", "S", "C", "N", "C", "N", "C"], "xyz": [[1.39, -5.59, 1.69], [-1.84, 1.99, 2.98], [-4.23, 2.08, 2.67], [2.26, -1.10, -1.62], [2.98, -2.65, -3.77], [-3.08, 2.12, 3.66], [-2.94, 2.56, -1.56], [1.70, -2.35, -3.31], [-3.54, -3.03, 3.61], [-1.56, 2.77, -3.61], [-3.82, -2.24, 2.92], [0.40, 2.74, 2.18], [-4.15, -1.72, -2.40], [0.84, 1.02, 3.94], [2.72, -0.73, 0.75], [2.10, -3.31, -5.89], [-0.70, 0.91, 6.59], [3.83, -2.50, -3.11], [-0.47, -2.78, 1.39], [-5.00, -3.90, -0.42], [-1.26, 0.29, 5.03], [-5.83, -2.90, 2.54], [-1.29, -4.22, -0.33], [2.35, -3.85, -7.52], [-0.38, -2.36, -3.81], [3.19, -3.13, -5.05], [0.06, 0.97, -3.00], [2.32, -3.20, 1.85], [-2.30, 4.20, -1.82], [-2.31, -1.58, 2.15], [-0.62, 3.13, 3.20], [-4.62, -3.76, 1.59], [-1.07, 2.65, -2.63], [-4.20, -1.39, 3.49], [-2.98, -4.08, 0.20], [-0.33, 0.73, 0.68], [-4.17, 2.93, 1.99], [-0.03, -3.21, -6.11], [0.15, -0.44, 5.80], [-3.10, 3.07, 4.21], [-2.02, 3.17, -1.55], [1.43, 1.64, 5.49], [2.24, -2.33, 0.76], [-1.60, -3.87, 2.20], [-2.30, -2.19, -1.09], [-5.18, 2.14, 3.20], [1.48, -1.80, -1.94], [-1.49, 5.28, 3.25], [0.54, 1.46, 4.90], [0.51, -1.31, -1.87], [-5.08, -2.90, -0.85], [-4.90, -2.78, 1.98], [-2.08, 3.37, 0.50], [4.19, -3.34, -5.41], [-4.19, 1.16, 2.09], [-0.38, 0.49, 5.63], [-1.52, -3.07, 1.47], [-1.43, 3.07, -0.22], [-3.80, -3.45, -2.47], [-2.03, -3.55, 0.10], [-0.17, 3.26, -2.63], [-3.18, 1.31, 4.38], [-6.01, -2.86, -1.43], [-0.09, 2.73, 4.69], [-3.93, -2.60, -1.80], [-5.31, -1.73, 0.54], [-1.46, 0.64, -2.47], [-0.61, 3.66, -0.14], [0.81, -3.05, -5.45], [1.50, -3.13, -0.69], [1.82, -4.52, 1.76], [3.26, -2.50, 4.13], [0.62, -2.57, -4.16], [-0.67, 1.27, -2.37], [2.84, -2.79, 3.10]], "mulliken_charge": [-0.63, 0.27, -1.05, 0.56, -0.18, -0.45, 0.36, -0.59, 0.47, 0.35, -0.90, -0.70, 0.39, 0.14, -0.36, 0.45, 0.29, 0.44, -0.49, 0.41, -0.07, 0.52, 0.59, -0.24, 0.41, -0.77, 0.17, 0.26, 0.36, 0.23, 0.06, 0.26, -0.76, 0.29, 0.39, 0.83, 0.21, 0.41, 0.39, 0.49, -0.72, 0.34, 0.84, 0.57, 0.12, 0.44, 0.61, -0.37, -0.07, -0.58, -0.88, -0.68, 0.00, 0.40, 0.12, -0.75, -0.39, -0.20, 0.34, -1.03, 0.39, 0.18, 0.47, -0.30, -0.83, -0.09, 0.03, 0.23, -0.83, -0.22, 0.05, -0.59, -0.04, -0.16, -0.19], "orbital_gap_ev": 6.61, "total_energy_ha": -4575.9467, "total_charge": -1, "homo_energy_ev": -4.90, "largest_force_ev_per_a": 1.68}



Record 3
{"formula": "C4H10IN2O2Zn", "method": "wB97M-V/def2-TZVPD", "elements": ["Zn", "H", "C", "H", "N", "O", "H", "H", "N", "H", "C", "H", "H", "I", "C", "H", "O", "H", "C", "H"], "xyz": [[4.19, 3.31, -7.40], [11.99, 3.44, -8.28], [8.67, 4.22, -5.00], [8.55, 4.40, -3.94], [9.56, 2.19, -6.20], [11.52, 2.20, -10.97], [8.71, 2.32, -6.73], [10.31, 1.53, -6.31], [9.76, 2.20, -9.69], [9.15, 2.80, -9.16], [9.80, 3.16, -5.34], [10.50, 4.22, -8.72], [7.69, 3.95, -5.40], [6.64, 3.21, -8.42], [11.42, 3.79, -9.14], [8.95, 5.22, -5.33], [10.80, 3.27, -4.67], [11.89, 4.58, -9.72], [10.98, 2.57, -9.92], [9.33, 1.54, -10.32]], "nbo_charge": [1.19, 0.25, -0.73, 0.26, -0.83, -0.57, 0.38, 0.43, -0.80, 0.35, 0.67, 0.18, 0.17, -0.22, -0.69, 0.24, -0.59, 0.26, 0.65, 0.41], "orbital_gap_ev": 2.98, "total_energy_ha": -2495.0910, "total_charge": 1, "homo_energy_ev": -12.11, "largest_force_ev_per_a": 5.52}



Record 4
{"formula": "C10H20N2O3", "method": "wB97M-V/def2-TZVPD", "elements": ["O", "H", "C", "H", "C", "H", "H", "N", "C", "C", "H", "H", "O", "C", "H", "H", "C", "C", "H", "H", "H", "H", "C", "H", "H", "H", "H", "C", "H", "O", "H", "H", "H", "N", "C"], "xyz": [[-0.17, 1.36, -1.31], [-0.21, 3.49, -1.27], [-0.02, -2.12, 0.28], [-1.03, 2.23, 1.18], [1.06, -1.36, 0.55], [-1.23, -0.48, -2.58], [-1.82, 2.59, -0.88], [1.09, -0.05, 0.06], [-1.14, -1.42, -0.54], [-0.87, -1.37, -2.03], [2.97, -1.12, 1.70], [0.76, 2.40, 1.16], [2.29, 0.61, 0.18], [2.97, 0.74, -1.03], [2.78, -2.71, 0.82], [2.63, 1.64, -1.59], [-0.82, 2.56, -1.47], [-0.12, 0.71, 0.01], [-0.27, -3.09, 0.78], [0.05, 1.35, 2.18], [4.07, 0.91, -0.82], [-1.57, -2.16, -2.44], [-0.06, 1.76, 1.14], [0.16, -1.54, -2.26], [-2.01, -2.06, -0.35], [-3.31, 0.79, 1.63], [-0.91, 2.60, -2.58], [-2.86, -0.24, 1.86], [-3.48, -0.91, 1.39], [-1.55, -0.32, 1.50], [-2.96, -0.28, 2.92], [2.90, -0.12, -1.83], [1.79, -2.37, 2.22], [-1.33, -0.12, 0.11], [2.22, -1.90, 1.31]], "nbo_charge": [-0.56, 0.16, -0.31, 0.22, 0.18, 0.23, 0.18, -0.20, -0.10, -0.62, 0.23, 0.23, -0.38, -0.26, 0.23, 0.18, -0.25, 0.56, 0.22, 0.24, 0.19, 0.21, -0.66, 0.22, 0.21, 0.15, 0.20, -0.23, 0.17, -0.42, 0.19, 0.19, 0.23, -0.17, -0.66], "orbital_gap_ev": 8.52, "total_energy_ha": -728.0384, "total_charge": 0, "homo_energy_ev": -7.65, "largest_force_ev_per_a": 4.03, "smiles": "CON1C(C)=C[C@H](C)N(OC)[C@]1(C)OC"}



Record 5
{"formula": "C17H23F5NO3P2Ti", "method": "wB97M-V/def2-TZVPD", "elements": ["F", "H", "P", "H", "C", "H", "C", "C", "H", "C", "P", "O", "C", "H", "F", "O", "F", "H", "F", "H", "C", "F", "H", "H", "H", "C", "C", "C", "H", "C", "H", "C", "H", "H", "N", "C", "O", "C", "H", "H", "C", "C", "C", "H", "H", "H", "H", "H", "H", "Ti", "H", "C"], "xyz": [[-0.67, -0.94, 1.41], [0.39, 5.16, 0.00], [-2.20, 0.84, -0.90], [2.06, -2.46, 1.87], [3.88, -0.05, 0.66], [-3.60, 2.02, -2.52], [0.09, 1.79, 3.75], [-2.45, -0.79, -1.76], [4.71, -0.76, 0.70], [2.43, -1.14, -1.65], [2.33, -0.83, 0.17], [0.22, 1.58, 1.38], [1.14, -1.67, -2.24], [-4.53, 1.17, -0.15], [-1.11, -2.20, 3.97], [-0.04, 4.33, -0.26], [-0.60, -0.73, 6.24], [4.13, 0.79, -0.01], [0.52, 3.06, 3.58], [-3.60, 0.09, 0.95], [-1.26, -2.41, -3.32], [0.18, 1.91, 6.10], [-2.24, -2.71, -3.70], [-3.16, -0.59, -2.57], [-1.90, 1.88, -3.05], [-0.55, -0.29, 2.66], [-0.46, -0.15, 5.03], [-0.72, -0.91, 3.88], [-0.13, -3.66, -4.69], [-2.56, 2.06, -2.19], [3.29, -1.79, -1.85], [-3.54, 0.99, 0.32], [-3.31, 1.85, 0.97], [1.16, 1.64, -2.49], [-0.01, -1.17, -1.71], [-0.12, 1.02, 2.62], [1.23, 1.42, -1.55], [2.38, -2.51, 0.82], [3.71, 0.35, 1.66], [3.41, -2.90, 0.77], [1.12, -2.52, -3.34], [-1.20, -1.48, -2.29], [-0.06, 1.19, 4.98], [1.69, -3.16, 0.26], [-2.33, 3.05, -1.77], [2.63, -0.11, -2.06], [-2.95, -1.46, -1.04], [2.08, -2.86, -3.75], [-0.03, 2.52, 1.34], [0.21, 0.50, -0.34], [0.45, 3.97, -1.00], [-0.10, -2.94, -3.87]], "nbo_charge": [-0.30, 0.50, 0.85, 0.25, -0.94, 0.27, 0.32, -0.74, 0.27, -0.75, 0.90, -0.71, 0.26, 0.27, -0.26, -0.97, -0.25, 0.27, -0.27, 0.26, -0.23, -0.24, 0.25, 0.27, 0.25, 0.25, 0.29, 0.35, 0.26, -0.93, 0.26, -0.93, 0.26, 0.52, -0.58, 0.14, -1.02, -0.94, 0.26, 0.27, -0.23, 0.25, 0.32, 0.26, 0.27, 0.29, 0.28, 0.25, 0.56, 1.36, 0.48, -0.09], "spin_multiplicity": 2, "orbital_gap_ev": [8.59, 9.39], "total_energy_ha": -2973.1114, "total_charge": 2, "homo_energy_ev": [-15.05, -15.63], "largest_force_ev_per_a": 2.28}



Record 6
{"formula": "C19H24BBrNO11P", "method": "wB97M-V/def2-TZVPD", "elements": ["O", "C", "O", "O", "H", "H", "C", "H", "P", "H", "C", "O", "O", "C", "H", "C", "C", "C", "C", "O", "C", "H", "H", "C", "C", "H", "H", "H", "Br", "O", "H", "O", "H", "C", "C", "H", "H", "H", "H", "C", "H", "H", "C", "C", "O", "B", "O", "H", "H", "C", "N", "H", "H", "H", "C", "O", "H", "C"], "xyz": [[-1.04, 4.80, -3.71], [-0.05, -2.86, 0.37], [-1.83, 3.40, -2.13], [-0.80, 7.01, -7.56], [2.85, -2.35, 6.10], [2.77, 0.53, 3.27], [0.59, -4.99, -0.82], [0.38, -2.45, 3.16], [-1.61, -1.56, 4.16], [0.73, -5.38, 0.19], [0.47, -0.07, 2.00], [-1.23, 1.38, -4.14], [2.82, -0.77, 4.85], [0.94, 6.07, -6.12], [0.70, -3.30, 5.29], [0.15, -3.55, -0.81], [0.96, -2.26, 5.15], [-1.11, 0.62, -0.92], [-1.07, 2.56, -4.28], [-2.06, -2.58, 3.00], [2.47, -2.10, 5.11], [1.32, -0.19, 1.34], [0.07, -3.37, -2.96], [-0.69, -0.82, -0.82], [2.38, -0.44, 3.56], [2.76, -1.18, 2.84], [-1.61, 0.71, -1.89], [0.10, -3.37, 1.32], [-2.00, -2.93, 5.89], [1.92, 6.68, -6.44], [1.01, 1.08, -0.51], [-1.28, 5.39, -6.07], [0.16, 0.98, 1.97], [-0.07, -2.86, -2.01], [-0.48, 6.25, -6.70], [0.42, 1.64, -2.07], [-2.86, 1.75, -0.33], [-1.62, 1.72, 0.90], [0.59, -1.66, 5.99], [-0.47, -1.54, -2.00], [2.94, -2.78, 4.38], [0.47, 0.32, 4.15], [0.15, 1.52, -1.02], [-0.45, -1.52, 0.36], [0.88, 5.13, -5.19], [-0.50, 4.63, -5.09], [-0.57, 3.17, -5.34], [-2.74, -3.20, 3.29], [1.53, -5.09, -1.37], [-2.11, 1.11, 0.14], [0.27, -1.75, 3.91], [-0.65, -1.03, -2.94], [-2.62, 0.29, 0.65], [-0.06, 2.51, -0.61], [0.86, -0.43, 3.45], [-0.60, -0.89, 1.60], [-0.14, -5.61, -1.34], [-1.38, 3.64, -3.22]], "nbo_charge": [-0.63, -0.29, -0.60, -0.54, 0.23, 0.23, -0.63, 0.45, 1.31, 0.20, -0.08, -0.60, -0.50, 0.68, 0.24, -0.01, -0.26, -0.28, 0.69, -0.99, -0.09, 0.21, 0.22, -0.04, -0.09, 0.18, 0.27, 0.17, -0.23, -0.54, 0.17, -0.66, 0.22, -0.20, 0.68, 0.23, 0.25, 0.18, 0.23, -0.18, 0.18, 0.22, -0.60, 0.33, -0.66, 1.15, -0.63, 0.53, 0.23, -0.60, -0.65, 0.25, 0.20, 0.23, -0.09, -0.58, 0.23, 0.69], "orbital_gap_ev": 6.83, "total_energy_ha": -4561.2195, "total_charge": 0, "homo_energy_ev": -8.53, "largest_force_ev_per_a": 0.65}



Record 7
{"formula": "C23H35N3O4P", "method": "wB97M-V/def2-TZVPD", "elements": ["H", "H", "C", "H", "C", "C", "C", "H", "H", "H", "H", "O", "H", "C", "O", "H", "C", "C", "N", "C", "H", "N", "C", "H", "C", "C", "H", "O", "H", "C", "O", "C", "H", "H", "H", "H", "H", "H", "C", "H", "H", "C", "H", "C", "H", "C", "C", "H", "H", "C", "H", "P", "H", "H", "H", "H", "C", "H", "C", "C", "H", "N", "H", "C", "H", "H"], "xyz": [[1.94, 4.39, 3.17], [3.79, 5.31, 1.81], [2.22, -2.71, 1.14], [-5.33, -3.73, 0.03], [-0.92, 2.05, -0.50], [-2.45, -6.18, -5.69], [5.34, 0.95, 1.50], [2.36, -2.81, 2.31], [2.82, 7.21, 6.28], [-3.47, 0.77, -1.10], [5.30, -0.15, 1.94], [-4.75, -4.16, -2.66], [4.36, 2.66, 2.68], [4.00, 1.73, 2.02], [0.92, 1.40, 2.16], [5.38, 0.86, 0.33], [2.26, 5.74, 4.81], [0.71, 2.07, -0.70], [-2.74, -1.92, 1.10], [4.09, 7.30, 4.54], [-1.29, 2.82, 0.33], [-4.82, -1.45, 0.09], [-4.60, -2.89, -0.37], [-2.11, -7.24, -6.07], [-3.43, -5.91, -4.37], [-3.15, -3.22, 0.37], [-3.65, -2.02, -4.56], [3.14, 2.29, 0.95], [4.69, 8.12, 4.93], [-3.36, -3.14, -4.83], [2.26, -0.32, 0.39], [3.58, 5.72, 2.79], [-1.01, 0.20, 0.86], [0.59, -1.71, -0.12], [3.44, 1.02, 2.77], [-0.76, -0.18, -0.97], [0.98, 1.51, -1.70], [1.73, -3.66, 0.67], [-4.27, -2.95, -1.98], [-2.03, -2.42, -6.72], [1.10, 3.20, -0.80], [-2.39, -3.38, -6.13], [-1.18, -4.98, -7.51], [-1.37, 0.50, -0.22], [-4.78, -2.00, -2.50], [1.30, -1.37, 0.75], [3.04, 6.79, 5.31], [-1.40, 2.43, -1.52], [3.27, -2.56, 0.58], [-1.91, -4.88, -6.57], [-2.27, -3.66, -0.26], [1.69, 1.28, 0.78], [1.45, 5.34, 5.41], [-3.10, -2.78, -2.08], [5.18, 7.17, 2.69], [-3.20, -4.00, 1.27], [4.36, 6.77, 3.28], [6.32, 1.43, 1.96], [2.54, 5.21, 3.55], [-3.90, -4.40, -3.88], [0.65, -1.15, 1.70], [-2.84, 0.21, -0.47], [-3.76, -6.90, -3.80], [-3.39, -0.88, 0.16], [-1.70, -1.91, 1.14], [-5.49, -0.87, -0.47]], "nbo_charge": [0.22, 0.21, -0.65, 0.28, -0.42, -0.21, -0.66, 0.24, 0.22, 0.45, 0.21, -0.53, 0.22, -0.11, -1.07, 0.23, -0.21, -0.77, -0.58, -0.21, 0.26, -0.59, -0.09, 0.25, -0.26, -0.26, 0.22, -0.76, 0.22, -0.31, -0.78, -0.21, 0.27, 0.16, 0.21, 0.22, 0.26, 0.22, -0.08, 0.24, 0.30, -0.22, 0.25, -0.27, 0.18, -0.11, -0.21, 0.23, 0.24, -0.23, 0.22, 2.20, 0.21, 0.20, 0.22, 0.24, -0.22, 0.23, -0.23, 0.27, 0.21, -0.55, 0.25, 0.71, 0.40, 0.41], "orbital_gap_ev": 6.88, "total_energy_ha": -1703.2528, "total_charge": 1, "homo_energy_ev": -10.66, "largest_force_ev_per_a": 5.23}



Record 8
{"formula": "C8H10BrF2NO2", "method": "wB97M-V/def2-TZVPD", "elements": ["H", "F", "N", "H", "H", "C", "O", "C", "C", "H", "H", "H", "Br", "H", "C", "C", "H", "H", "C", "F", "C", "H", "O", "C"], "xyz": [[2.74, 1.25, 1.34], [-3.23, -0.86, 0.39], [-1.76, 1.86, 0.26], [-2.30, -0.25, -1.90], [-1.81, 0.71, 2.00], [1.27, -1.69, 0.16], [-1.99, 2.95, 0.75], [2.57, 0.25, 1.03], [-1.63, 0.70, 0.87], [2.89, -0.37, 1.90], [2.24, -1.96, 0.09], [0.84, -2.01, -0.85], [4.12, 0.02, -0.06], [0.65, -2.21, 1.01], [-1.89, -0.59, 0.17], [-0.50, 0.68, -1.38], [-0.23, 0.88, -2.42], [1.06, 1.72, -0.23], [1.28, -0.18, 0.31], [-1.35, -1.58, 0.99], [-1.43, -0.57, -1.25], [-0.89, -1.35, -1.58], [-1.36, 1.88, -1.16], [0.70, 0.74, -0.44]], "nbo_charge": [0.23, -0.34, 0.38, 0.26, 0.25, -0.65, -0.40, -0.47, -0.16, 0.23, 0.22, 0.20, -0.01, 0.25, 0.66, 0.06, 0.23, 0.22, 0.01, -0.35, -0.50, 0.24, -0.37, -0.21], "orbital_gap_ev": 9.54, "total_energy_ha": -3289.6268, "total_charge": 0, "homo_energy_ev": -9.20, "largest_force_ev_per_a": 5.02, "smiles": "C/C(=C\\[C@H]1CC(F)(F)C=[N+]([O-])O1)CBr"}